The following is a quantum chemistry calculation of a cluster of 7 separate species, C15H40N2O8PS2 in total, from the OMol25 dataset.

CARTESIAN COORDINATES (ANGSTROEM)
O  0.358  -1.334  1.478
C  0.368  -0.604  0.481
O  -0.421  -0.670  -0.506
C  1.439  0.555  0.490
N  2.784  -0.077  0.577
C  3.494  0.283  1.483
S  4.358  0.400  2.823
N  1.133  1.469  1.603
P  -0.400  2.237  1.411
S  -0.775  3.252  3.053
H  1.416  1.114  -0.460
H  1.032  0.968  2.491
H  -1.426  1.296  1.170
H  -0.352  3.153  0.340
C  -2.354  -3.469  0.099
C  -3.053  -4.118  -1.077
O  -3.656  -3.131  -1.914
H  -3.060  -2.881  0.686
H  -1.899  -4.220  0.748
H  -1.575  -2.783  -0.244
H  -3.847  -4.787  -0.739
H  -2.343  -4.703  -1.674
H  -2.954  -2.545  -2.217
C  6.874  4.424  1.321
C  7.180  2.944  1.180
O  6.183  2.292  0.405
H  5.899  4.566  1.790
H  7.632  4.925  1.926
H  6.834  4.906  0.341
H  7.197  2.463  2.157
H  8.156  2.795  0.704
H  6.168  2.706  -0.464
C  0.307  -0.093  -4.761
C  1.623  -0.006  -4.011
O  1.426  0.525  -2.710
H  -0.154  0.894  -4.833
H  0.454  -0.489  -5.769
H  -0.395  -0.739  -4.229
H  2.318  0.657  -4.534
H  2.090  -0.994  -3.927
H  0.818  -0.066  -2.237
C  -6.083  -2.269  1.166
C  -6.044  -1.637  2.545
O  -6.077  -0.214  2.447
H  -5.239  -1.929  0.564
H  -6.048  -3.358  1.234
H  -6.994  -1.980  0.634
H  -5.127  -1.911  3.063
H  -6.894  -1.971  3.151
H  -6.892  0.028  1.996
C  3.140  3.981  -5.578
C  2.202  4.482  -4.495
O  1.267  3.477  -4.129
H  2.574  3.675  -6.460
H  3.854  4.755  -5.869
H  3.696  3.106  -5.232
H  1.634  5.342  -4.851
H  2.766  4.785  -3.606
H  1.765  2.717  -3.804
C  -3.150  -3.275  5.806
C  -2.684  -4.123  4.637
O  -3.209  -3.631  3.411
H  -4.241  -3.265  5.858
H  -2.756  -3.657  6.750
H  -2.824  -2.239  5.685
H  -3.028  -5.152  4.750
H  -1.590  -4.130  4.578
H  -2.895  -2.726  3.301

Forces on atoms 1 to 6 (eV/Å):
0.245 0.288 0.447
-0.434 -0.685 -0.589
0.806 0.647 -0.215
-0.561 -0.774 -0.744
-0.285 1.659 0.571
0.640 -1.321 1.104

Results
- Multiplicity: 1
- HOMO energy: -5.6 eV
- Orbital gap: 0.2932 Eh
- Charge: -1
- Maximum force: 2.14 eV/Å

---

The following is a quantum chemistry calculation of a structure of composition C15H40NO18RbS5, from the OMol25 dataset.

CARTESIAN COORDINATES (ANGSTROEM)
Rb  -5.072  -21.144  -12.793
N  -5.956  -23.124  -16.050
O  -5.237  -24.074  -15.780
O  -6.717  -23.136  -17.024
O  -5.760  -22.016  -15.446
O  -8.631  -22.182  -13.183
S  -9.744  -21.920  -14.031
O  -10.711  -22.911  -14.271
O  -10.541  -20.678  -13.406
C  -9.952  -19.960  -12.302
C  -10.892  -18.816  -11.969
C  -9.208  -21.230  -15.547
H  -8.951  -19.619  -12.574
H  -9.870  -20.651  -11.464
H  -11.842  -19.202  -11.607
H  -11.096  -18.192  -12.840
H  -10.430  -18.166  -11.224
H  -9.953  -20.499  -15.847
H  -9.131  -22.033  -16.267
H  -8.245  -20.753  -15.386
O  -1.095  -23.803  -15.135
S  -1.238  -22.915  -16.216
O  -0.107  -22.322  -16.823
O  -2.034  -23.736  -17.283
C  -2.174  -23.233  -18.637
C  -3.619  -22.936  -18.916
C  -2.397  -21.652  -15.797
H  -1.810  -24.013  -19.306
H  -1.556  -22.345  -18.769
H  -3.753  -22.656  -19.964
H  -3.930  -22.035  -18.374
H  -4.312  -23.711  -18.589
H  -2.514  -21.017  -16.666
H  -1.916  -21.143  -14.959
H  -3.265  -22.194  -15.436
O  -3.510  -17.862  -16.340
S  -3.947  -18.368  -17.578
O  -3.125  -19.274  -18.321
O  -5.310  -19.040  -17.246
C  -5.981  -19.779  -18.299
C  -7.342  -19.194  -18.568
C  -4.413  -17.020  -18.604
H  -6.064  -20.826  -17.992
H  -5.328  -19.826  -19.177
H  -7.327  -18.293  -19.184
H  -7.794  -18.920  -17.611
H  -7.990  -19.940  -19.025
H  -5.147  -16.445  -18.053
H  -4.797  -17.394  -19.548
H  -3.501  -16.453  -18.778
O  -11.523  -21.990  -21.122
S  -10.657  -21.060  -20.517
O  -10.846  -20.708  -19.147
O  -9.174  -21.498  -20.783
C  -8.724  -22.702  -20.110
C  -7.339  -23.001  -20.652
C  -10.615  -19.591  -21.436
H  -9.411  -23.510  -20.360
H  -8.659  -22.557  -19.036
H  -7.367  -23.104  -21.738
H  -6.971  -23.914  -20.195
H  -6.665  -22.182  -20.396
H  -11.632  -19.203  -21.399
H  -10.389  -19.826  -22.474
H  -9.907  -18.887  -21.017
O  -4.304  -28.929  -16.825
S  -3.488  -27.783  -16.650
O  -3.064  -27.367  -15.371
O  -2.210  -28.089  -17.521
C  -1.060  -27.211  -17.339
C  -0.430  -26.954  -18.669
C  -4.227  -26.423  -17.491
H  -0.384  -27.704  -16.640
H  -1.379  -26.286  -16.854
H  -1.084  -26.433  -19.370
H  -0.048  -27.846  -19.162
H  0.418  -26.275  -18.499
H  -5.300  -26.551  -17.303
H  -4.061  -26.490  -18.557
H  -3.987  -25.496  -16.978

Forces on atoms 1 to 6 (eV/Å):
-0.271 -0.386 -0.592
1.242 1.277 -1.114
-0.064 -0.691 0.635
-0.666 -0.160 0.080
-0.463 0.163 0.713
1.031 -0.173 0.618

Results
- Multiplicity: 1
- HOMO energy: -9.1 eV
- Orbital gap: 0.2904 Eh
- Maximum force: 2.10 eV/Å

---

The following is a quantum chemistry calculation of a cluster of 3 separate species, C15H41N11O4P3S in total, from the OMol25 dataset.

CARTESIAN COORDINATES (ANGSTROEM)
N  -5.231  1.634  8.085
C  -4.873  1.635  6.818
O  -4.312  1.608  5.426
C  -2.857  1.540  5.634
N  -2.291  2.777  6.336
C  -0.837  2.346  6.418
N  0.034  3.212  7.033
O  -0.362  4.400  7.546
P  1.795  2.805  7.234
S  2.283  3.387  9.067
N  -0.599  0.975  5.801
N  -1.826  0.475  5.335
H  -0.977  4.234  8.344
H  2.608  3.548  6.261
H  1.954  1.377  7.081
H  0.317  0.471  5.773
H  -2.064  -0.434  4.881
O  0.130  1.179  2.815
P  0.464  2.061  1.587
N  -0.906  1.517  0.784
C  -1.109  0.703  -0.388
C  -2.180  2.057  1.255
N  1.938  1.245  1.307
C  2.264  0.313  0.245
C  2.663  0.817  2.514
N  0.848  3.074  0.175
C  0.440  4.464  0.397
C  0.835  2.801  -1.248
H  -1.483  1.306  -1.222
H  -1.851  -0.084  -0.203
H  -0.221  0.187  -0.735
H  -2.398  3.010  0.760
H  -2.163  2.234  2.335
H  -3.018  1.375  1.071
H  1.469  -0.415  0.067
H  3.158  -0.286  0.467
H  2.534  0.832  -0.671
H  2.294  -0.144  2.883
H  2.566  1.556  3.318
H  3.738  0.720  2.325
H  -0.624  4.602  0.178
H  1.020  5.157  -0.225
H  0.611  4.754  1.439
H  -0.112  3.094  -1.712
H  1.013  1.764  -1.520
H  1.631  3.375  -1.737
O  -0.390  -1.570  -2.702
P  -0.198  -2.897  -3.477
N  1.304  -2.393  -4.032
C  1.815  -2.050  -5.335
C  2.388  -2.412  -3.050
N  -1.560  -2.605  -4.465
C  -1.593  -2.236  -5.867
C  -2.691  -1.937  -3.802
N  0.022  -4.422  -4.369
C  0.463  -5.496  -3.475
C  0.493  -4.702  -5.710
H  2.507  -2.818  -5.698
H  2.369  -1.104  -5.310
H  1.052  -1.918  -6.094
H  2.853  -3.404  -3.013
H  2.021  -2.173  -2.047
H  3.168  -1.676  -3.273
H  -0.860  -1.465  -6.116
H  -2.563  -1.819  -6.172
H  -1.483  -3.105  -6.510
H  -2.565  -0.850  -3.792
H  -2.802  -2.279  -2.767
H  -3.641  -2.165  -4.297
H  1.546  -5.459  -3.318
H  0.199  -6.483  -3.873
H  -0.024  -5.408  -2.498
H  1.565  -4.922  -5.730
H  0.319  -3.912  -6.435
H  -0.029  -5.583  -6.104

Forces on atoms 1 to 6 (eV/Å):
3.252 0.008 -11.913
-1.504 -0.104 7.527
2.030 -1.191 4.356
3.318 2.607 2.175
2.899 -7.527 -3.020
-4.091 -0.714 -1.348

Results
- Multiplicity: 1
- HOMO energy: -9.0 eV
- Orbital gap: 0.1649 Eh
- Charge: +1
- Maximum force: 12.35 eV/Å

---

no.,E_LUMO (eV)
1,2.338
2,-1.187
3,-4.526